(1)
# C54H62F6N5

A 2-piece molecular cluster, C54H62F6N5 overall (wB97M-V/def2-TZVPD, the Open Molecules 2025 dataset).

Summary:
- LUMO level (eV) = -5.3
- gap between HOMO and LUMO (eV) = 2.76
- highest occupied orbital energy (eV) = -8.1
- net charge = +1

Last column: Löwdin charge in e.
Cartesian coordinates (Å):
1 C -0.083502 4.090224 -0.939242  -0.05
2 C 1.032876 3.231345 -1.533537  -0.39
3 C 2.384585 3.592325 -0.914477  -0.07
4 C 1.008580 3.282029 -3.063304  -0.12
5 C 1.700663 4.294961 -3.729548  -0.03
6 C 1.586812 4.445057 -5.108703  -0.05
7 C 0.763393 3.592012 -5.839256  -0.03
8 C 0.045710 2.578422 -5.213276  -0.11
9 C -0.832474 1.675953 -6.094397  -0.39
10 C 0.008391 0.833813 -7.053257  -0.06
11 C -1.899074 2.465425 -6.851842  -0.06
12 C 0.187752 2.414437 -3.820121  -0.07
13 N -0.578259 1.391083 -3.160958  0.01
14 N -1.926980 1.361738 -3.301127  0.17
15 N -2.334451 0.281379 -2.576210  0.02
16 C -3.736380 -0.062650 -2.503745  -0.08
17 C -4.205965 -1.305908 -2.998608  -0.10
18 C -3.298560 -2.261845 -3.784820  -0.36
19 C -2.795625 -1.676280 -5.103589  -0.04
20 C -3.913690 -3.639684 -4.056427  -0.08
21 C -5.547021 -1.628849 -2.785053  -0.02
22 C -6.424861 -0.713507 -2.211841  -0.04
23 C -5.965355 0.534017 -1.811104  -0.03
24 C -4.619929 0.875359 -1.943682  -0.12
25 C -4.191678 2.259259 -1.432074  -0.38
26 C -4.404434 2.386217 0.077426  -0.06
27 C -4.914821 3.378313 -2.184414  -0.06
28 C -1.251252 -0.353623 -1.995250  -0.13
29 C -1.392604 -1.508213 -1.139039  -0.12
30 C -2.271200 -1.510764 -0.032017  0.07
31 C -2.416340 -2.651406 0.732917  -0.10
32 C -3.225295 -2.557308 1.992879  -0.50
33 F -3.856867 -3.718921 2.313160  0.14
34 F -2.416106 -2.237328 3.070796  0.09
35 F -4.181019 -1.577362 1.928964  0.12
36 C -1.789061 -3.845351 0.399181  0.06
37 C -0.944941 -3.847497 -0.701082  -0.10
38 C -0.323653 -5.149008 -1.138207  -0.51
39 F 0.360507 -5.030991 -2.315822  0.12
40 F 0.561323 -5.626528 -0.204869  0.12
41 F -1.271255 -6.123158 -1.325852  0.13
42 C -0.640865 -2.682404 -1.386112  0.05
43 C -0.107430 0.311935 -2.384643  -0.26
44 C 1.220159 0.048399 -2.042959  0.01
45 H -1.063987 3.780806 -1.320865  0.07
46 H -0.096742 4.000580 0.152995  0.08
47 H 0.064482 5.145789 -1.202411  0.09
48 H 0.848420 2.190655 -1.259235  0.08
49 H 3.191978 3.009421 -1.370389  0.08
50 H 2.610344 4.659315 -1.019841  0.07
51 H 2.365696 3.355508 0.155932  0.08
52 H 2.321038 4.979737 -3.151876  0.11
53 H 2.134459 5.234384 -5.618288  0.11
54 H 0.667133 3.705100 -6.920124  0.12
55 H -1.356895 1.003604 -5.411806  0.08
56 H 0.761475 0.257475 -6.504148  0.08
57 H -0.627167 0.129871 -7.603413  0.08
58 H 0.527242 1.471718 -7.781044  0.08
59 H -2.533853 3.018237 -6.151044  0.08
60 H -1.443271 3.179092 -7.549326  0.08
61 H -2.538362 1.781858 -7.422818  0.08
62 H -2.421381 -2.436012 -3.143380  0.11
63 H -2.255181 -0.738485 -4.950467  0.05
64 H -2.113150 -2.386843 -5.588846  0.09
65 H -3.635427 -1.480406 -5.784736  0.10
66 H -4.282001 -4.111800 -3.138768  0.08
67 H -4.735043 -3.571104 -4.781705  0.09
68 H -3.147315 -4.299946 -4.482840  0.09
69 H -5.912694 -2.608499 -3.087686  0.11
70 H -7.475232 -0.970995 -2.082803  0.11
71 H -6.645232 1.265519 -1.371548  0.12
72 H -3.123111 2.361986 -1.646012  0.10
73 H -3.896704 1.576656 0.616378  0.07
74 H -4.003321 3.339875 0.440211  0.08
75 H -5.473072 2.343861 0.327716  0.08
76 H -4.714588 3.302072 -3.258572  0.08
77 H -5.999346 3.321054 -2.027793  0.08
78 H -4.564587 4.357953 -1.840477  0.08
79 H -2.795373 -0.598507 0.236361  0.13
80 H -1.949276 -4.737932 0.988930  0.14
81 H 0.133449 -2.658483 -2.148965  0.13
82 H 1.407898 -0.899566 -1.560894  0.02
83 H 1.988393 0.727016 -2.404032  0.04
84 C 9.472852 -2.135887 1.781869  -0.07
85 N 8.605912 -3.096378 2.444246  -0.25
86 C 9.332685 -4.007574 3.311908  -0.07
87 C 7.229765 -2.866503 2.587429  -0.22
88 C 6.286317 -3.484025 1.719052  0.03
89 C 4.935809 -3.204985 1.822654  0.00
90 C 4.427600 -2.289368 2.791177  -0.20
91 C 3.028744 -1.960498 2.862764  0.07
92 C 2.471094 -1.303039 3.963222  -0.06
93 C 1.116875 -1.056963 4.184417  0.07
94 C 0.606614 -0.236693 5.246272  -0.19
95 C -0.796488 -0.068471 5.417430  0.01
96 C -1.321357 0.734627 6.409752  0.03
97 C -0.466747 1.426503 7.309546  -0.21
98 N -0.998299 2.264782 8.302008  -0.25
99 C -1.170721 1.824527 9.675601  -0.07
100 C -1.037179 3.708829 8.145874  -0.07
101 C 0.930272 1.257022 7.164853  0.02
102 C 1.451583 0.453875 6.164584  0.01
103 C 5.384193 -1.714986 3.682278  0.00
104 C 6.735339 -1.998052 3.590103  0.02
105 H 8.874334 -1.433371 1.191230  0.09
106 H 10.076694 -1.573065 2.513659  0.09
107 H 10.165772 -2.671227 1.116614  0.09
108 H 8.636514 -4.672142 3.835469  0.09
109 H 10.022444 -4.611672 2.704730  0.09
110 H 9.936701 -3.457226 4.052872  0.09
111 H 6.668839 -4.180120 0.969619  0.13
112 H 4.229798 -3.700002 1.155556  0.12
113 H 2.372822 -2.328315 2.072112  0.14
114 H 3.153488 -0.953744 4.739366  0.09
115 H 0.386323 -1.521827 3.520274  0.13
116 H -1.468057 -0.595651 4.738190  0.11
117 H -2.399508 0.862913 6.525125  0.13
118 H -1.047966 0.737821 9.739557  0.09
119 H -0.440221 2.313427 10.339874  0.09
120 H -2.176567 2.096093 10.027369  0.09
121 H -0.824030 3.978927 7.105767  0.09
122 H -2.034477 4.083099 8.418772  0.09
123 H -0.303235 4.196728 8.806751  0.08
124 H 1.592107 1.779399 7.860891  0.13
125 H 2.533102 0.357311 6.080952  0.11
126 H 5.055143 -1.022757 4.454675  0.11
127 H 7.445616 -1.547016 4.286309  0.13

Atoms 1-2, force components in eV/Å:
C -0.13 0.12 -0.15
C -0.03 -0.43 -0.18

(2)
# C4H8INS

C4H8INS as an isolated structure (wB97M-V/def2-TZVPD, the Open Molecules 2025 dataset).

Summary:
- LUMO level (eV) = -0.5
- ΔE to the lowest compared entry with this formula, charge and spin (kcal per mole) = 45.0
- gap between HOMO and LUMO (eV) = 7.80
- highest occupied orbital energy (eV) = -8.3

Last column: Löwdin charge in e.
Cartesian coordinates (Å):
1 C 1.554158 0.145818 -0.365398  -0.33
2 C 1.105437 -1.271790 -0.857796  -0.48
3 C -0.462651 0.208165 0.824098  -0.53
4 C -1.914782 0.610964 0.896003  -0.20
5 N 0.345849 0.924184 -0.039410  -0.53
6 S -0.381671 -1.960644 0.120307  0.62
7 I -0.552761 1.698785 -1.762535  0.93
8 H 2.319755 0.177242 0.426908  0.13
9 H 1.997751 0.540827 -1.185064  0.03
10 H 0.863017 -1.224361 -1.804166  -0.03
11 H 1.904111 -2.006328 -0.633082  0.07
12 H 0.139385 0.071066 1.828983  0.15
13 H -2.292065 0.205996 -0.067403  0.02
14 H -2.220892 1.677060 0.814235  0.06
15 H -2.404641 0.203016 1.804319  0.09

Atoms 1-2, force components in eV/Å:
C -1.68 -1.66 1.40
C 1.04 -1.36 6.53

- Among the records above, which one has the highest LUMO level?
  C4H8INS

- Which of these has the highest LUMO level?
  C4H8INS

- What is the formula in the second record?
  C4H8INS

- What is the gap between HOMO and LUMO in the second record?
  7.80 eV